Record 1
C47H72Br2ClFKMgN5O15PS4 as an isolated structure at a distorted geometry, computed with ωB97M-V with the def2-TZVPD basis set.

Each line ends with the Löwdin charge.
Geometry (Å):
Br  -9.441  -4.107  -1.426  0.328
Br  11.627  2.848  -3.571  0.708
K  -3.764  0.805  3.786  0.920
Cl  6.595  4.788  -1.311  0.147
S  -0.337  0.587  3.349  0.241
S  2.562  5.281  -1.161  0.133
S  -0.507  -3.468  -3.548  0.628
S  8.433  2.486  -4.149  0.920
P  3.428  5.058  -2.889  0.353
Mg  0.130  -3.272  10.849  0.479
F  12.697  0.238  -1.986  0.014
O  -1.997  -2.878  -3.312  -0.189
O  -2.118  4.579  1.185  -0.140
O  -1.672  1.193  3.213  -0.604
O  -0.421  -0.855  3.083  -0.254
O  7.859  -1.630  1.833  0.100
O  -1.667  -1.159  6.432  -0.192
O  -4.348  -1.214  -0.278  0.294
O  0.308  -2.296  -2.790  -0.186
O  0.582  1.209  2.388  -0.209
O  -0.215  -3.392  -4.938  -0.217
O  7.422  -0.248  0.130  0.033
O  -2.813  -5.443  7.062  -0.187
O  -7.090  0.513  -1.088  -0.332
O  -0.370  -4.668  -2.798  -0.220
O  0.173  0.804  4.715  -0.165
N  4.083  -0.375  -2.433  -0.013
N  -0.344  -3.800  7.873  -0.054
N  -0.612  2.132  -1.605  0.020
N  6.981  -0.268  -3.296  -0.126
N  -8.454  0.859  -0.946  -0.154
C  10.946  -4.833  -1.846  0.081
C  -1.088  -1.292  7.720  -0.205
C  0.394  1.832  -0.714  -0.148
C  8.239  -2.732  -0.253  -0.072
C  -9.945  2.856  -0.868  -0.051
C  0.006  -2.369  7.864  -0.235
C  -10.717  -0.119  -1.199  -0.041
C  -0.557  -1.175  -2.591  -0.167
C  -8.540  2.433  -2.918  -0.149
C  -3.516  4.778  0.948  -0.213
C  -3.631  5.814  -0.155  -0.173
C  -1.938  -1.780  -2.402  -0.184
C  -9.203  0.031  -3.215  -0.145
C  9.091  -1.228  -2.236  -0.044
C  -0.193  2.451  -2.878  -0.141
C  8.394  -0.095  -2.978  -0.167
C  3.872  2.119  -2.677  -0.070
C  8.241  -2.476  -1.820  -0.137
C  6.769  -0.988  -4.592  -0.038
C  2.373  2.100  -2.284  -0.173
C  9.240  1.084  -3.306  -0.426
C  11.224  -3.665  -1.680  -0.122
C  -8.605  2.276  -1.386  -0.506
C  1.249  2.460  -3.219  -0.051
C  -2.477  -2.238  6.018  -0.088
C  -9.250  -0.154  -1.684  -0.498
C  5.896  3.596  -3.449  -0.270
C  -1.372  5.206  0.131  -0.203
C  11.354  0.100  -2.292  -0.184
C  4.360  -0.348  0.134  -0.077
C  -9.455  1.465  -3.659  -0.189
C  6.211  0.963  -3.205  -0.119
C  4.673  -1.068  -1.259  -0.236
C  -8.796  -1.597  -1.360  -0.254
C  4.744  0.874  -2.761  -0.075
C  -7.537  3.192  -0.751  -0.069
C  4.458  3.479  -3.007  -0.347
C  10.561  -1.124  -1.899  -0.056
C  -1.484  -4.189  8.715  -0.307
C  1.860  1.755  -0.896  0.020
C  7.832  -1.494  0.626  -0.438
C  10.695  1.218  -3.004  -0.548
C  11.367  -2.223  -1.101  -0.131
C  -2.097  -5.523  8.299  -0.196
C  6.698  2.333  -3.548  -0.388
C  -2.079  -5.867  5.924  -0.107
C  -2.369  5.561  -0.956  -0.173
H  4.042  -1.007  -3.246  0.121
H  -0.598  -0.333  7.907  0.130
H  -5.131  -0.847  -0.794  0.166
H  -7.808  -1.826  -1.760  0.053
H  0.034  1.601  0.362  0.100
H  -2.063  -2.171  -1.388  0.117
H  -1.866  -1.379  8.486  0.108
H  -0.932  2.747  -3.682  0.112
H  -2.518  4.704  -1.621  0.106
H  7.180  -2.455  -2.187  0.090
H  3.345  -0.697  0.508  0.084
H  2.560  1.483  -0.062  0.088
H  -10.506  1.731  -3.502  0.099
H  6.422  -2.039  -4.343  0.088
H  1.530  2.763  -4.273  0.098
H  11.121  -2.174  0.001  0.126
H  4.236  6.189  -3.207  -0.014
H  -7.713  4.237  -1.024  0.076
H  -3.151  -2.582  6.807  0.093
H  -4.140  -0.651  0.488  0.166
H  -10.767  -0.144  -0.107  0.088
H  -1.515  -6.781  6.116  0.093
H  -0.498  -4.095  6.924  0.063
H  -3.943  3.817  0.636  0.109
H  5.109  -0.752  0.888  0.072
H  -10.779  2.692  -1.552  0.058
H  -3.081  -1.915  5.170  0.070
H  -2.854  -5.784  9.046  0.126
H  12.473  -1.965  -1.174  0.119
H  9.232  -3.159  0.085  0.108
H  10.842  -5.949  -1.860  0.061
H  -0.898  6.103  0.543  0.120
H  -3.602  6.821  0.274  0.116
H  -11.272  0.749  -1.548  0.058
H  -0.238  -0.589  -1.730  0.117
H  -8.222  -0.277  -3.595  0.115
H  6.304  4.611  -3.687  0.056
H  -1.370  -6.340  8.282  0.125
H  -4.549  5.718  -0.736  0.110
H  -1.156  -4.272  9.774  -0.122
H  0.714  -2.233  7.041  0.133
H  -7.565  3.124  0.341  0.080
H  -11.273  -0.986  -1.570  0.082
H  -7.513  2.275  -3.268  0.115
H  -2.288  -3.447  8.675  0.098
H  -1.839  -3.044  5.662  0.071
H  -10.207  2.441  0.108  0.083
H  8.728  -3.384  -2.308  0.108
H  -4.502  -2.138  -0.009  0.182
H  -9.509  -2.349  -1.822  -0.165
H  -0.517  -0.553  -3.488  0.132
H  2.408  4.934  -3.882  -0.027
H  5.774  -1.295  -1.343  0.064
H  -6.525  2.956  -1.085  0.060
H  7.780  -1.097  -5.099  0.110
H  -9.280  1.549  -4.735  0.109
H  -4.004  5.094  1.873  0.113
H  4.413  0.774  0.071  0.070
H  -2.733  -1.066  -2.616  0.130
H  -0.592  4.529  -0.220  0.082
H  -9.888  3.942  -0.743  0.076
H  0.560  -2.156  8.785  -0.017
H  -2.790  -6.044  5.116  0.092
H  6.017  -0.505  -5.275  0.105
H  -8.801  3.459  -3.203  0.118
H  7.479  -3.555  -0.060  0.140
H  -2.054  6.412  -1.561  0.114
H  -1.397  -5.090  5.573  0.060
H  -9.934  -0.628  -3.697  0.119
H  4.152  -2.081  -1.197  0.126
H  8.097  0.441  0.286  0.137
H  -8.780  -1.772  -0.283  0.064

The multiplicity is 2. As for the HOMO energy (spin up / spin down): -5.986 / -5.952 eV.

---

Record 2
A 9-piece molecular cluster, H18O9 overall, computed with ωB97M-V with the def2-TZVPD basis set.

Each line ends with the natural charge from an NBO analysis.
Geometry (Å):
O  2.128  1.006  -3.591  -0.941
O  -1.310  4.857  -2.094  -0.934
O  3.529  -3.400  -2.085  -0.934
O  -2.475  3.256  4.043  -0.937
O  -1.254  -4.123  1.069  -0.949
O  -4.027  -1.628  -0.618  -0.941
O  5.158  2.915  -1.841  -0.939
O  -1.470  -2.476  5.093  -0.940
O  0.178  0.439  0.768  -0.935
H  -1.847  3.639  3.430  0.469
H  -1.413  -3.853  1.973  0.478
H  -0.101  -0.473  0.846  0.470
H  -4.764  -2.092  -1.016  0.467
H  -1.102  -3.213  5.581  0.467
H  -3.452  -2.323  -0.297  0.475
H  -3.129  2.836  3.485  0.468
H  -0.899  -1.738  5.308  0.473
H  1.210  0.995  -3.319  0.470
H  5.338  3.746  -2.281  0.466
H  3.170  -2.526  -2.236  0.468
H  2.942  -3.986  -2.563  0.466
H  2.123  0.625  -4.469  0.471
H  0.746  0.451  -0.002  0.466
H  -1.482  3.931  -2.266  0.466
H  -0.351  -4.441  1.069  0.471
H  -2.037  5.137  -1.539  0.468
H  4.588  2.442  -2.448  0.473

Its energy relative to the best compared isomer or geometry (same formula, charge and spin) is 3.070 eV. Its SMILES is O.O.O.O.O.O.O.O.O. As for the HOMO energy: -11.305 eV.

---

Record 3
A 2-piece molecular cluster, C4H11ClN2O overall at a distorted geometry, computed with ωB97M-V with the def2-TZVPD basis set.

Each line ends with the natural charge from an NBO analysis.
Geometry (Å):
Cl  -3.374  -0.137  0.295  -0.412
O  -0.543  -1.305  1.226  -0.756
N  -1.026  1.526  0.891  -0.464
N  0.031  1.355  -1.144  -0.670
C  -0.381  0.819  -0.007  0.095
C  0.298  -0.584  0.348  0.239
C  1.615  -0.186  0.939  -0.627
C  0.576  -1.354  -0.967  -0.662
H  0.355  0.654  -1.812  0.407
H  2.115  0.616  0.278  0.208
H  1.375  -0.921  -1.488  0.195
H  -0.278  -1.488  -1.655  0.220
H  -0.329  2.215  -1.526  0.389
H  -2.249  0.761  0.822  0.314
H  1.418  0.294  1.856  0.222
H  -1.571  -1.286  1.015  0.507
H  -1.327  2.433  0.613  0.347
H  2.229  -1.091  1.122  0.212
H  1.068  -2.320  -0.805  0.236

Its energy relative to the best compared isomer or geometry (same formula, charge and spin) is 0.000 eV. The multiplicity is 3. As for the HOMO energy (spin up / spin down): -5.450 / -10.043 eV.

---

Record 4
A 10-piece molecular cluster, C26H72N4O10 overall at a distorted geometry, computed with ωB97M-V with the def2-TZVPD basis set.

Each line ends with the Löwdin charge.
Geometry (Å):
O  -14.151  -8.184  22.786  0.019
O  -15.919  -7.768  18.184  -0.109
O  -16.406  -6.790  20.590  0.001
O  -18.662  -12.604  14.993  0.043
O  -16.097  -12.078  19.478  -0.087
O  -11.288  -12.353  18.195  -0.039
O  -11.099  -15.167  18.679  -0.018
O  -11.875  -13.838  14.298  0.025
O  -13.320  -9.002  13.639  0.038
O  -13.785  -15.323  18.857  -0.073
N  -16.522  -9.308  16.607  0.179
N  -14.728  -10.513  18.503  0.161
N  -14.006  -12.561  18.552  0.199
N  -17.141  -7.274  16.228  0.181
C  -13.690  -11.110  13.135  -0.050
C  -11.428  -14.675  20.840  -0.049
C  -13.754  -14.145  15.652  -0.018
C  -18.571  -6.105  19.964  -0.019
C  -10.108  -16.663  20.077  -0.008
C  -18.193  -12.394  16.126  -0.645
C  -16.021  -15.554  18.362  -0.015
C  -13.700  -10.354  15.511  -0.017
C  -13.537  -9.108  22.155  -0.641
C  -14.930  -11.736  18.915  -0.654
C  -13.120  -10.171  14.097  -0.606
C  -9.689  -11.610  19.660  0.010
C  -17.938  -8.370  20.724  -0.048
C  -12.400  -15.944  14.433  -0.021
C  -16.749  -12.899  15.991  -0.032
C  -14.268  -10.408  22.165  -0.048
C  -18.945  -12.958  17.310  -0.004
C  -13.047  -8.576  20.794  -0.012
C  -14.676  -16.227  18.882  -0.541
C  -17.612  -6.927  20.878  -0.616
C  -11.221  -10.043  18.243  -0.018
C  -11.072  -11.422  18.967  -0.638
C  -14.143  -17.338  17.959  -0.023
C  -12.418  -14.604  15.143  -0.631
C  -10.526  -15.196  19.789  -0.643
C  -16.514  -8.116  16.997  -0.626
H  -16.178  -12.823  16.894  0.047
H  -18.457  -6.279  18.909  0.062
H  -15.347  -9.723  18.778  0.105
H  -12.834  -16.758  14.992  0.064
H  -17.905  -8.696  19.716  0.058
H  -12.279  -15.309  21.103  0.091
H  -14.636  -10.856  12.712  0.081
H  -12.896  -15.717  18.880  0.079
H  -18.680  -11.778  14.561  0.098
H  -13.640  -13.421  16.445  0.053
H  -10.962  -12.072  17.324  0.141
H  -12.421  -7.724  20.937  0.075
H  -18.657  -13.997  17.288  0.074
H  -13.095  -12.220  18.260  0.061
H  -13.855  -9.353  15.946  0.096
H  -10.868  -14.446  21.752  0.093
H  -14.333  -13.760  14.853  0.060
H  -9.290  -17.085  19.510  0.072
H  -13.054  -11.106  12.226  0.101
H  -16.172  -15.681  17.285  0.070
H  -12.234  -9.804  18.078  0.027
H  -18.287  -5.136  20.175  0.046
H  -11.105  -14.204  18.498  0.095
H  -17.233  -9.050  21.163  0.070
H  -16.227  -12.232  15.240  0.082
H  -17.894  -7.688  15.678  0.125
H  -14.639  -10.624  23.199  0.099
H  -8.994  -11.780  18.807  0.104
H  -13.964  -10.330  17.883  0.049
H  -18.441  -12.497  18.142  0.068
H  -16.356  -6.947  19.660  0.030
H  -12.403  -9.371  20.407  0.043
H  -12.952  -15.833  13.515  0.089
H  -13.844  -17.062  16.951  0.056
H  -14.792  -7.785  22.195  0.091
H  -10.709  -9.242  18.794  0.090
H  -13.027  -10.875  16.176  0.046
H  -12.699  -9.368  22.784  0.132
H  -13.622  -11.232  21.854  0.065
H  -12.923  -8.850  12.821  0.091
H  -12.028  -10.266  14.151  0.143
H  -17.700  -6.580  21.949  0.163
H  -17.248  -6.278  16.382  0.128
H  -19.600  -6.095  20.229  0.068
H  -14.020  -13.581  18.778  0.101
H  -18.918  -8.642  21.041  0.075
H  -16.123  -14.547  18.787  0.065
H  -9.653  -14.513  19.724  0.139
H  -11.461  -13.123  14.782  0.110
H  -9.480  -10.707  20.277  0.098
H  -10.951  -17.322  19.948  0.072
H  -16.687  -13.897  15.694  0.058
H  -16.073  -9.974  17.262  0.090
H  -15.171  -10.423  21.435  0.089
H  -14.623  -10.864  15.548  0.033
H  -13.909  -8.367  20.104  0.086
H  -11.962  -13.722  20.585  0.089
H  -14.847  -18.124  17.797  0.067
H  -14.905  -16.597  19.900  0.144
H  -11.412  -16.227  14.246  0.066
H  -18.214  -11.339  16.240  0.104
H  -9.658  -16.721  21.064  0.079
H  -14.209  -15.048  16.103  0.079
H  -16.629  -9.576  15.588  0.163
H  -10.658  -10.048  17.265  0.108
H  -11.893  -11.394  19.671  0.120
H  -20.018  -12.769  17.309  0.087
H  -11.766  -14.795  15.996  0.134
H  -9.757  -12.483  20.261  0.038
H  -16.871  -16.030  18.810  0.062
H  -13.838  -12.147  13.395  0.062
H  -13.289  -17.814  18.516  0.096

Its energy relative to the best compared isomer or geometry (same formula, charge and spin) is 8.815 eV. Its SMILES is NC(N)=O.NC(N)=O.CC(C)O.CC(C)O.CC(C)O.CC(C)O.CC(C)O.CC(C)O.CC(C)O.CC(C)O. As for the HOMO energy: -9.048 eV.

---

Record 5
C16H28N4O4SSn as an isolated structure at a distorted geometry, computed with ωB97M-V with the def2-TZVPD basis set.

Each line ends with the natural charge from an NBO analysis.
Geometry (Å):
Sn  0.651  -0.685  2.308  1.485
S  -0.706  -0.777  -1.179  2.336
O  1.982  -0.009  0.436  -0.814
O  -0.927  0.614  -1.533  -0.965
O  2.202  -1.986  1.343  -0.752
O  -0.544  -0.993  0.265  -1.038
N  0.597  -1.210  -2.039  -0.879
N  2.269  1.194  3.158  -0.873
N  -0.704  1.725  2.563  -0.872
N  1.587  2.860  -0.853  -0.674
C  -4.870  -4.737  -2.966  -0.646
C  -1.991  -1.848  -1.700  -0.335
C  1.518  -2.296  -1.703  -0.213
C  -2.718  -2.547  -0.745  -0.182
C  1.020  3.332  3.407  -0.429
C  2.535  2.977  1.427  -0.430
C  2.346  -1.217  0.349  0.820
C  -3.654  -3.475  -1.163  -0.201
C  1.303  2.676  0.605  -0.071
C  2.787  -1.828  -0.956  -0.521
C  -0.215  3.122  2.513  -0.043
C  -3.123  -2.996  -3.456  -0.206
C  -2.184  -2.066  -3.060  -0.168
C  -3.864  -3.724  -2.519  0.066
C  2.302  2.659  2.908  -0.042
C  0.109  3.494  1.060  -0.431
H  -3.281  -3.171  -4.512  0.237
H  -0.991  3.805  2.870  0.221
H  0.330  4.564  1.012  0.228
H  1.066  1.626  0.723  0.263
H  2.803  4.032  1.336  0.235
H  -0.753  3.285  0.420  0.235
H  -1.611  -1.509  -3.790  0.233
H  1.203  4.406  3.461  0.247
H  -5.787  -4.229  -3.273  0.248
H  -1.594  1.678  2.071  0.395
H  3.394  -2.705  -0.743  0.269
H  3.356  -1.118  -1.554  0.229
H  -2.550  -2.361  0.306  0.235
H  3.374  2.373  1.065  0.223
H  2.528  2.519  -1.057  0.443
H  1.520  3.838  -1.131  0.443
H  -5.123  -5.428  -2.165  0.233
H  3.163  0.815  2.852  0.395
H  -4.507  -5.300  -3.824  0.239
H  -4.222  -4.023  -0.423  0.234
H  1.807  -2.792  -2.628  0.240
H  0.990  -0.451  -2.580  0.421
H  0.929  2.267  -1.407  0.469
H  0.974  -3.011  -1.082  0.233
H  0.807  2.999  4.427  0.229
H  -0.921  1.497  3.531  0.386
H  2.240  1.056  4.166  0.396
H  3.147  3.080  3.458  0.222

Its energy relative to the best compared isomer or geometry (same formula, charge and spin) is 0.157 eV. As for the net charge: +2. As for the HOMO energy: -14.319 eV.

---

Record 6
An isolated ion of composition C5H10NO and charge +1, computed with ωB97M-V with the def2-TZVPD basis set.

Each line ends with the natural charge from an NBO analysis.
Geometry (Å):
O  1.839  1.727  -0.703  -0.536
N  0.299  -2.716  0.812  -0.680
C  -0.747  0.655  -0.711  -0.461
C  -0.462  2.025  -0.105  -0.510
C  -0.471  -1.695  0.045  -0.105
C  -0.013  -0.465  -0.053  -0.099
C  0.980  2.433  -0.238  0.444
H  1.020  -0.258  0.225  0.242
H  -0.387  0.680  -1.750  0.258
H  -1.119  2.795  -0.506  0.261
H  1.048  -2.282  1.359  0.446
H  -1.249  -2.209  -0.502  0.235
H  -1.821  0.493  -0.782  0.241
H  0.713  -3.456  0.237  0.445
H  1.263  3.421  0.171  0.137
H  -0.291  -3.174  1.513  0.445
H  -0.601  2.027  0.988  0.236

Its energy relative to the best compared isomer or geometry (same formula, charge and spin) is 1.686 eV. As for the net charge: +1. Its SMILES is [NH3+]/C=C/CCC=O. As for the HOMO energy: -13.186 eV.

---

Which formula does entry 2 have?
H18O9